Record 1
{
  "formula": "C7H10",
  "method": "wB97M-V/def2-TZVPD",
  "species": ["C", "C", "C", "C", "C", "C", "C", "H", "H", "H", "H", "H", "H", "H", "H", "H", "H"],
  "coordinates": [[1.473, -0.611, -0.894], [-0.240, -0.786, 1.552], [-1.166, -1.001, 0.390], [-1.037, 0.147, -0.601], [-0.210, 1.207, 0.083], [0.094, 0.672, 1.473], [0.369, 0.416, -1.065], [1.683, -0.854, 0.157], [1.218, -1.554, -1.391], [2.409, -0.248, -1.329], [-2.156, -1.014, 0.882], [-1.059, -2.004, -0.041], [-1.869, 0.403, -1.252], [-0.414, 2.265, -0.059], [-0.612, 1.084, 2.222], [1.089, 0.904, 1.870], [0.431, 0.973, -1.997]],
  "lowdin_charge": [-0.054, 0.066, -0.215, -0.216, -0.211, -0.223, -0.257, 0.068, 0.084, 0.079, 0.130, 0.111, 0.131, 0.131, 0.134, 0.111, 0.131],
  "spin_multiplicity": 1,
  "de_lowest_kcal_mol": 91.2
}

Record 2
{
  "formula": "C7H10",
  "method": "wB97M-V/def2-TZVPD",
  "species": ["C", "C", "C", "C", "C", "C", "C", "H", "H", "H", "H", "H", "H", "H", "H", "H", "H"],
  "coordinates": [[2.071, -0.240, 0.131], [0.564, -0.027, -0.032], [-0.363, -0.691, 0.970], [-1.462, -0.330, -0.050], [-0.369, -0.617, -1.130], [-1.498, 1.177, 0.059], [-0.264, 1.648, -0.088], [2.514, 0.587, -0.404], [2.362, -0.182, 1.191], [2.525, -1.177, -0.252], [-0.435, -0.377, 2.019], [0.022, -1.715, 0.854], [-2.437, -0.812, -0.075], [-0.319, -0.011, -2.028], [-0.351, -1.691, -1.393], [-2.405, 1.693, 0.363], [-0.156, 2.764, -0.136]],
  "lowdin_charge": [-0.049, -0.345, -0.133, -0.271, -0.103, -0.142, 0.045, 0.064, 0.079, 0.084, 0.121, 0.118, 0.125, 0.102, 0.118, 0.099, 0.088],
  "spin_multiplicity": 1,
  "de_lowest_kcal_mol": 80.3
}

Record 3
{
  "formula": "C7H10",
  "method": "wB97M-V/def2-TZVPD",
  "species": ["C", "C", "C", "C", "C", "C", "C", "H", "H", "H", "H", "H", "H", "H", "H", "H", "H"],
  "coordinates": [[-0.797, 0.956, -1.270], [-1.204, 0.017, -0.134], [-0.451, -1.285, -0.433], [0.934, -0.723, -0.096], [0.761, -0.326, 1.396], [-0.177, 0.722, 0.823], [0.687, 0.816, -0.405], [0.041, 0.755, -1.910], [-1.173, 1.970, -1.128], [-2.248, -0.072, 0.181], [-0.571, -1.588, -1.478], [-0.726, -2.120, 0.219], [1.812, -1.285, -0.438], [0.355, -1.075, 2.080], [1.658, 0.147, 1.809], [-0.495, 1.655, 1.286], [1.594, 1.434, -0.501]],
  "lowdin_charge": [-0.034, -0.258, -0.133, -0.223, -0.100, -0.250, -0.178, 0.085, 0.094, 0.134, 0.116, 0.112, 0.132, 0.107, 0.113, 0.140, 0.141],
  "spin_multiplicity": 1,
  "de_lowest_kcal_mol": 94.5
}

Record 4
{
  "formula": "C7H10",
  "method": "wB97M-V/def2-TZVPD",
  "species": ["C", "C", "C", "C", "C", "C", "C", "H", "H", "H", "H", "H", "H", "H", "H", "H", "H"],
  "coordinates": [[-1.558, 2.263, 0.478], [-0.912, 1.286, 0.188], [-0.382, -0.053, -0.012], [1.035, -0.409, 0.449], [2.211, 0.422, -0.086], [-0.966, -0.921, -1.110], [-1.500, -1.043, 0.278], [-2.132, 3.128, 0.728], [1.201, -1.453, 0.153], [1.070, -0.391, 1.544], [2.201, 0.530, -1.176], [3.152, -0.077, 0.180], [2.242, 1.423, 0.356], [-1.590, -0.481, -1.881], [-0.323, -1.728, -1.448], [-1.271, -1.897, 0.904], [-2.477, -0.599, 0.454]],
  "lowdin_charge": [0.120, -0.087, -0.446, -0.200, -0.099, -0.082, -0.093, 0.023, 0.109, 0.115, 0.075, 0.070, 0.070, 0.107, 0.103, 0.107, 0.107],
  "spin_multiplicity": 1,
  "de_lowest_kcal_mol": 60.6,
  "smiles": "C#CC1(CC)CC1"
}

Record 5
{
  "formula": "C7H10",
  "method": "wB97M-V/def2-TZVPD",
  "species": ["C", "C", "C", "C", "C", "C", "C", "H", "H", "H", "H", "H", "H", "H", "H", "H", "H"],
  "coordinates": [[-2.353, 0.957, -0.140], [-1.480, -0.132, -0.668], [-0.249, -0.359, -0.239], [0.861, -1.265, -0.725], [1.683, -0.803, 0.488], [1.865, 0.681, 0.470], [0.549, 0.124, 0.933], [-3.168, 0.519, 0.443], [-2.756, 1.529, -0.986], [-1.792, 1.660, 0.487], [-1.889, -0.759, -1.460], [0.596, -2.326, -0.732], [1.269, -0.987, -1.705], [2.294, -1.451, 1.106], [1.913, 1.230, -0.469], [2.492, 1.082, 1.263], [0.167, 0.300, 1.935]],
  "lowdin_charge": [-0.102, -0.124, -0.246, -0.093, -0.205, -0.085, -0.174, 0.071, 0.073, 0.074, 0.107, 0.114, 0.112, 0.128, 0.111, 0.104, 0.136],
  "spin_multiplicity": 1,
  "de_lowest_kcal_mol": 49.2,
  "smiles": "C/C=C1/C[C@H]2C[C@@H]12"
}

Record 6
{
  "formula": "C7H10",
  "method": "wB97M-V/def2-TZVPD",
  "species": ["C", "C", "C", "C", "C", "C", "C", "H", "H", "H", "H", "H", "H", "H", "H", "H", "H"],
  "coordinates": [[-2.015, -0.085, 0.709], [-1.418, 0.333, -0.607], [-0.322, -0.591, -1.137], [0.485, -0.257, 0.115], [1.662, 0.667, 0.164], [1.887, -0.794, 0.329], [-0.678, 0.542, 0.712], [-2.115, -1.120, 1.019], [-2.798, 0.587, 1.054], [-1.880, 1.097, -1.223], [0.171, -0.275, -2.062], [-0.635, -1.640, -1.259], [1.927, 1.271, -0.693], [1.641, 1.201, 1.117], [2.242, -1.247, -0.599], [2.342, -1.213, 1.221], [-0.494, 1.525, 1.140]],
  "lowdin_charge": [-0.084, -0.198, -0.085, -0.374, -0.122, -0.069, -0.181, 0.106, 0.106, 0.129, 0.115, 0.115, 0.108, 0.105, 0.105, 0.093, 0.130],
  "spin_multiplicity": 1,
  "de_lowest_kcal_mol": 77.9,
  "smiles": "C1[C@@H]2CC3(CC3)[C@H]12"
}

Record 7
{
  "formula": "C7H10",
  "method": "wB97M-V/def2-TZVPD",
  "species": ["C", "C", "C", "C", "C", "C", "C", "H", "H", "H", "H", "H", "H", "H", "H", "H", "H"],
  "coordinates": [[2.113, 0.419, 0.046], [1.125, -0.581, 0.648], [-0.251, -0.023, 0.815], [-1.516, -0.097, -0.928], [-1.425, -0.869, 0.431], [-0.461, 1.342, 0.783], [-1.098, 1.306, -0.429], [1.819, 0.690, -0.975], [3.117, -0.011, 0.017], [2.126, 1.343, 0.628], [1.060, -1.483, 0.026], [1.457, -0.915, 1.638], [-2.498, -0.088, -1.400], [-0.807, -0.572, -1.628], [-1.223, -1.945, 0.374], [-2.319, -0.687, 1.036], [-1.219, 2.170, -1.082]],
  "lowdin_charge": [-0.103, -0.203, -0.257, -0.167, -0.110, -0.013, -0.135, 0.079, 0.072, 0.069, 0.117, 0.129, 0.098, 0.109, 0.110, 0.120, 0.084],
  "spin_multiplicity": 1,
  "de_lowest_kcal_mol": 95.9
}

Record 8
{
  "formula": "C7H10",
  "method": "wB97M-V/def2-TZVPD",
  "species": ["C", "C", "C", "C", "C", "C", "C", "H", "H", "H", "H", "H", "H", "H", "H", "H", "H"],
  "coordinates": [[-1.715, -0.109, -0.215], [-0.762, -0.241, 1.001], [0.266, -1.230, 0.440], [0.716, -0.347, -0.745], [1.578, 0.693, -0.091], [-0.112, 1.110, 0.554], [-0.516, 0.607, -0.849], [-2.071, -1.044, -0.673], [-2.560, 0.566, -0.056], [-1.163, -0.424, 2.002], [-0.172, -2.178, 0.124], [1.081, -1.431, 1.145], [1.113, -0.870, -1.613], [2.438, 0.383, 0.521], [1.877, 1.538, -0.730], [0.780, 1.671, 0.858], [-0.602, 1.258, -1.718]],
  "lowdin_charge": [-0.103, -0.243, -0.134, -0.299, -0.071, -0.060, -0.225, 0.112, 0.111, 0.129, 0.109, 0.113, 0.125, 0.103, 0.110, 0.091, 0.133],
  "spin_multiplicity": 1,
  "de_lowest_kcal_mol": 108.6
}

Record 9
{
  "formula": "C7H10",
  "method": "wB97M-V/def2-TZVPD",
  "species": ["C", "C", "C", "C", "C", "C", "C", "H", "H", "H", "H", "H", "H", "H", "H", "H", "H"],
  "coordinates": [[-1.346, -1.404, -0.393], [-0.289, -0.960, -1.059], [1.065, -0.844, -0.451], [1.148, -0.654, 1.035], [1.189, 0.554, 0.143], [0.073, 1.523, -0.067], [-1.182, 1.595, 0.381], [-1.213, -1.937, 0.544], [-2.366, -1.194, -0.701], [-0.409, -0.419, -1.999], [1.916, -1.280, -0.973], [2.089, -0.915, 1.517], [0.272, -0.834, 1.650], [2.150, 1.064, 0.093], [0.372, 2.319, -0.747], [-1.761, 0.800, 0.845], [-1.700, 2.541, 0.274]],
  "lowdin_charge": [-0.016, -0.175, -0.238, -0.079, -0.244, -0.162, 0.007, 0.064, 0.065, 0.114, 0.133, 0.105, 0.096, 0.130, 0.100, 0.050, 0.051],
  "spin_multiplicity": 1,
  "de_lowest_kcal_mol": 59.7,
  "smiles": "C=C[C@@H]1C[C@@H]1C=C"
}

Record 10
{
  "formula": "C7H10",
  "method": "wB97M-V/def2-TZVPD",
  "species": ["C", "C", "C", "C", "C", "C", "C", "H", "H", "H", "H", "H", "H", "H", "H", "H", "H"],
  "coordinates": [[0.043, -2.757, 0.345], [-0.506, -1.478, -0.280], [0.392, -0.325, -0.149], [0.110, 0.783, -1.105], [-0.385, 2.018, -0.311], [0.449, 2.305, 0.861], [1.147, 2.497, 1.822], [0.984, -3.029, -0.144], [-0.650, -3.598, 0.248], [0.264, -2.592, 1.404], [-0.966, -1.639, -1.272], [-1.331, -1.076, 0.355], [1.080, 1.047, -1.550], [-0.602, 0.576, -1.926], [-1.418, 1.839, 0.011], [-0.415, 2.886, -0.978], [1.781, 2.617, 2.672]],
  "lowdin_charge": [-0.126, -0.321, 0.043, -0.260, -0.219, -0.169, 0.107, 0.070, 0.066, 0.072, 0.110, 0.147, 0.124, 0.104, 0.115, 0.114, 0.024],
  "spin_multiplicity": 1,
  "de_lowest_kcal_mol": 125.1
}

Record 11
{
  "formula": "C7H10",
  "method": "wB97M-V/def2-TZVPD",
  "species": ["C", "C", "C", "C", "C", "C", "C", "H", "H", "H", "H", "H", "H", "H", "H", "H", "H"],
  "coordinates": [[-1.544, -1.171, -0.350], [-0.633, -0.627, -1.159], [0.171, 0.618, -0.823], [-0.537, 1.654, 0.042], [1.307, -0.183, -0.088], [0.845, -0.944, 1.078], [1.815, -0.188, 1.459], [-2.011, -0.602, 0.451], [-1.855, -2.208, -0.448], [-0.245, -1.218, -1.991], [0.529, 1.101, -1.746], [0.138, 2.490, 0.253], [-1.438, 2.055, -0.439], [-0.834, 1.223, 1.003], [1.971, -0.646, -0.827], [-0.073, -1.487, 1.252], [2.394, 0.134, 2.332]],
  "lowdin_charge": [-0.040, -0.171, -0.339, -0.078, -0.209, -0.104, 0.058, 0.062, 0.063, 0.110, 0.129, 0.081, 0.083, 0.068, 0.110, 0.090, 0.087],
  "spin_multiplicity": 1,
  "de_lowest_kcal_mol": 96.4,
  "smiles": "C=C[C@@H](C)C1C=C1"
}

Record 12
{
  "formula": "C7H10",
  "method": "wB97M-V/def2-TZVPD",
  "species": ["C", "C", "C", "C", "C", "H", "H", "H", "H", "H", "H", "C", "C", "H", "H", "H", "H"],
  "coordinates": [[2.212, -0.212, 1.409], [1.689, -0.689, 0.431], [1.100, -1.256, -0.748], [-0.191, -1.587, -0.859], [-1.234, -1.446, 0.204], [2.677, 0.198, 2.278], [1.773, -1.416, -1.588], [-0.523, -2.006, -1.808], [-2.010, -0.736, -0.107], [-1.722, -2.412, 0.380], [-0.805, -1.091, 1.146], [-0.261, 2.111, -0.744], [-0.725, 2.099, 0.500], [0.598, 1.517, -1.047], [-0.730, 2.725, -1.509], [-0.251, 1.514, 1.286], [-1.598, 2.686, 0.776]],
  "lowdin_charge": [0.115, -0.164, -0.158, -0.154, -0.099, 0.029, 0.104, 0.103, 0.075, 0.077, 0.066, -0.072, -0.081, 0.035, 0.046, 0.034, 0.045],
  "spin_multiplicity": 1,
  "de_lowest_kcal_mol": 73.5,
  "smiles": "C#C/C=C\\C.C=C"
}